(1)
{"formula": "C15H40BF3N11O10Si", "method": "ωB97M-V/def2-TZVPD", "symbols": ["C", "C", "O", "C", "Si", "C", "C", "O", "C", "C", "F", "F", "F", "B", "O", "N", "C", "C", "C", "O", "O", "H", "H", "H", "H", "H", "H", "H", "H", "H", "H", "H", "H", "H", "H", "H", "H", "H", "H", "H", "H", "C", "O", "N", "N", "H", "H", "H", "H", "C", "O", "N", "N", "H", "H", "H", "H", "C", "O", "N", "N", "H", "H", "H", "H", "C", "O", "N", "N", "H", "H", "H", "H", "C", "O", "N", "N", "H", "H", "H", "H"], "positions_angstrom": [[-3.246395, -2.938516, 0.275425], [-4.341600, -1.824842, -0.185164], [-3.571431, -0.741989, -0.769214], [-4.430203, 0.261816, -1.385047], [-3.921640, 1.977072, -0.615819], [-2.056370, 1.948829, -0.164314], [-1.127847, 2.102981, -1.496354], [-0.098406, 1.075770, -1.529785], [1.201751, 1.581330, -1.199335], [1.656364, 0.839100, 0.177972], [3.060467, 0.634608, 0.245248], [1.047856, -0.449029, 0.201700], [1.237195, 1.670302, 1.270198], [-4.922805, 2.114773, 1.087297], [-4.815307, 0.966614, 1.992004], [-5.734800, 3.335867, 1.480225], [-5.141061, 3.781927, 2.791553], [-7.141850, 2.862105, 1.786112], [-4.418897, 3.393966, -1.819177], [-3.665718, 3.848615, -2.756581], [-5.704056, 3.912829, -1.631270], [-2.334625, -2.365613, 0.684445], [-2.894795, -3.437927, -0.707600], [-3.694784, -3.671164, 1.022705], [-4.925788, -1.494934, 0.755723], [-5.033334, -2.215688, -1.018308], [-4.227440, 0.224723, -2.524020], [-5.547430, 0.119062, -1.171349], [-1.862663, 2.799692, 0.581873], [-1.831631, 0.967918, 0.403615], [-1.792911, 1.917653, -2.423534], [-0.748233, 3.172403, -1.595757], [1.967107, 1.340488, -2.030077], [1.246917, 2.697489, -0.977151], [-3.887847, 0.656799, 1.859833], [-5.322677, 2.976408, 3.601412], [-4.001307, 3.903546, 2.703160], [-5.617260, 4.757475, 3.183103], [-7.839554, 3.747556, 2.040626], [-7.542261, 2.301593, 0.863710], [-7.097729, 2.124074, 2.664036], [1.977909, -3.412783, 2.754114], [1.785469, -4.198487, 3.670402], [1.330313, -2.228609, 2.653702], [2.861571, -3.656552, 1.751918], [1.478016, -1.573233, 1.906495], [0.665715, -2.005269, 3.376151], [3.366481, -4.527144, 1.787114], [3.033340, -3.022838, 0.990604], [4.533568, 2.962751, 3.469588], [5.655739, 3.390658, 3.701747], [3.459879, 3.268795, 4.239841], [4.264219, 2.145609, 2.422986], [2.531489, 2.928139, 4.065866], [3.618626, 3.874199, 5.028125], [5.035199, 1.895180, 1.826557], [3.351103, 1.784068, 2.215843], [-1.259167, -5.887971, -2.188212], [-1.954663, -5.297150, -1.378239], [-0.621790, -7.050154, -1.895838], [-1.062238, -5.434472, -3.451539], [-0.045667, -7.551145, -2.546996], [-0.743685, -7.418696, -0.966849], [-1.519062, -4.573671, -3.706293], [-0.494518, -5.904558, -4.132436], [4.136685, 2.086689, -4.132041], [3.443006, 2.676452, -3.317712], [4.775203, 0.924668, -3.844109], [4.328452, 2.542378, -5.394901], [5.348817, 0.424863, -4.498477], [4.656856, 0.553494, -2.914982], [3.869963, 3.402965, -5.646513], [4.893646, 2.073593, -6.078816], [6.331020, -2.002126, 0.168365], [5.809443, -2.574751, -0.777754], [7.346536, -1.114742, 0.017172], [5.940354, -2.203404, 1.450035], [7.787714, -0.634314, 0.780207], [7.665296, -0.937982, -0.921128], [5.187265, -2.856715, 1.603645], [6.354895, -1.743422, 2.240240]], "atomic_forces_ev_per_a": [[-0.323, 1.091, -1.593], [0.959, -0.861, 0.481], [-1.634, -0.483, 0.663], [0.257, 0.317, -0.912], [-0.025, 0.361, -0.953], [1.082, 0.121, 0.075], [-2.108, -0.201, 0.074], [1.321, 2.001, 0.196], [0.668, -0.896, 0.516], [-0.602, 0.342, -1.716], [-2.835, 0.339, 0.454], [1.605, 2.846, 0.981], [1.202, -2.624, -1.615], [-0.528, -0.319, 1.428], [0.914, 1.853, -0.914], [-0.289, -1.419, 1.869], [0.107, -0.188, 0.766], [-0.047, -0.193, -0.375], [-3.821, 3.911, -1.916], [-0.772, -1.629, 2.252], [5.002, -2.914, -0.189], [-1.494, -0.943, -0.310], [-0.563, 0.500, 2.044], [0.758, 0.900, -1.056], [0.618, -0.200, -1.631], [0.753, 0.315, 1.465], [-0.601, 0.079, 1.672], [1.523, -0.108, -0.389], [-0.132, -1.067, -1.061], [-0.150, 1.351, -1.101], [1.149, 0.326, 1.460], [-0.208, -1.502, 0.150], [-1.189, 0.303, 1.444], [-0.193, -1.426, -0.377], [-1.182, -0.213, -0.051], [0.325, 1.146, -0.936], [-1.644, 0.051, 0.043], [0.760, -1.363, -0.866], [1.163, -1.376, -0.439], [0.455, 1.007, 1.350], [-0.380, 0.930, -0.985], [-0.363, -0.094, 0.521], [0.135, 0.006, -0.122], [-0.282, 0.527, 0.260], [0.897, -0.344, -0.444], [-0.121, -0.123, -0.014], [0.089, -0.075, -0.164], [-0.210, 0.094, -0.078], [-0.173, -0.073, -0.056], [0.396, 0.074, -0.052], [-0.050, -0.026, 0.035], [-0.395, 0.312, 0.619], [0.174, -0.375, -0.394], [0.085, 0.023, -0.051], [-0.039, -0.112, -0.167], [-0.204, 0.066, 0.060], [0.079, 0.090, 0.000], [-0.328, 0.345, 0.345], [0.189, -0.329, -0.235], [0.259, -0.701, 0.411], [-0.072, 0.433, -0.656], [-0.051, 0.080, 0.048], [0.033, 0.093, -0.170], [0.103, -0.138, 0.062], [-0.039, 0.038, 0.091], [-0.253, 0.191, 0.312], [0.133, -0.086, -0.097], [0.244, -0.544, 0.445], [-0.036, 0.506, -0.620], [-0.088, 0.034, 0.046], [0.032, 0.005, -0.175], [0.063, -0.177, 0.045], [-0.063, 0.014, 0.086], [-0.205, -0.207, -0.160], [0.006, 0.074, 0.034], [0.535, 0.438, -0.406], [-0.345, -0.322, 0.450], [-0.065, -0.045, -0.045], [-0.050, -0.021, 0.194], [0.130, 0.196, 0.114], [-0.052, -0.010, -0.070]], "mulliken_charge": [-0.698, -0.261, -0.084, -0.408, -0.674, -0.129, -0.415, -0.359, -0.368, 0.991, -0.244, -0.294, -0.331, 1.008, -0.735, -0.187, -0.817, -0.907, 0.393, -0.678, -0.724, 0.100, 0.170, 0.317, 0.162, 0.362, 0.242, 0.389, 0.361, 0.183, 0.281, 0.294, 0.004, 0.331, 0.304, 0.231, 0.221, 0.254, 0.250, 0.245, 0.271, 0.505, -0.690, -0.296, -0.359, 0.239, 0.172, 0.194, 0.186, 0.568, -0.684, -0.335, -0.176, 0.171, 0.202, 0.110, 0.113, 0.627, -0.620, -0.423, -0.374, 0.148, 0.220, 0.220, 0.163, 0.675, -0.630, -0.325, -0.414, 0.155, 0.178, 0.234, 0.152, 0.743, -0.677, -0.407, -0.363, 0.169, 0.220, 0.191, 0.171], "spin_multiplicity": 1, "orbital_gap_ev": 5.62, "e_lumo_ev": 1.588, "total_charge": -1, "homo_energy_ev": -4.035}


(2)
{"formula": "C5H15NOS", "method": "ωB97M-V/def2-TZVPD", "symbols": ["C", "C", "S", "C", "N", "C", "C", "H", "H", "H", "H", "H", "H", "H", "H", "H", "H", "H", "H", "H", "H", "H", "O"], "positions_angstrom": [[-1.397792, 0.682791, 1.638309], [-1.324671, 1.774855, 0.563225], [-2.111027, 1.195713, -1.013837], [-0.821887, -0.719735, 1.312747], [0.118770, -0.737960, 0.224129], [0.322588, -2.134538, -0.220374], [1.394026, -0.107838, 0.592531], [-0.712834, 1.092870, 2.396884], [-2.413757, 0.600933, 2.010767], [-0.299537, 2.077736, 0.375468], [-1.868648, 2.673328, 0.841089], [-1.038506, 0.923590, -1.743439], [-0.471460, -1.187259, 2.245630], [-1.688132, -1.361845, 1.106385], [1.195416, -2.222396, -0.856119], [-0.604590, -2.420083, -0.710649], [0.456017, -2.781970, 0.656614], [1.401260, 0.916943, 0.212280], [2.228618, -0.610998, 0.106867], [1.575289, -0.081260, 1.672335], [1.808238, 0.510943, -3.100058], [1.851966, 1.220767, -4.451210], [2.400653, 0.695412, -3.859574]], "atomic_forces_ev_per_a": [[1.575, 0.679, 0.249], [-0.347, -1.088, -0.936], [-0.467, 0.583, 0.248], [-1.734, 0.257, -0.021], [1.091, -0.782, 0.053], [-0.632, 0.736, 0.851], [-0.269, 0.314, -0.340], [-0.625, -0.047, 0.448], [0.009, -0.035, 0.248], [-0.009, -0.060, -0.155], [-0.101, -0.082, 0.209], [0.367, -0.120, 0.077], [0.597, 0.223, 0.064], [0.210, 0.075, -0.688], [-0.094, 0.018, -0.278], [0.146, -0.327, -0.308], [0.149, -0.223, -0.068], [0.135, 0.082, 0.223], [-0.006, -0.090, 0.063], [0.022, -0.107, 0.033], [0.573, 0.124, -0.650], [0.060, -0.001, -0.042], [-0.650, -0.131, 0.718]], "nbo_charge": [-0.422, -0.487, -0.079, -0.221, -0.453, -0.405, -0.425, 0.200, 0.216, 0.215, 0.225, 0.123, 0.167, 0.203, 0.199, 0.205, 0.165, 0.188, 0.202, 0.181, 0.468, 0.469, -0.936], "spin_multiplicity": 1, "orbital_gap_ev": 8.96, "smiles": "CN(C)CCCS.O", "relative_energy_ev": 1.2024, "e_lumo_ev": 0.532, "total_charge": 0, "homo_energy_ev": -8.425}


(3)
{"formula": "C3H6Cl3P", "method": "ωB97M-V/def2-TZVPD", "symbols": ["C", "C", "C", "P", "Cl", "Cl", "Cl", "H", "H", "H", "H", "H", "H"], "positions_angstrom": [[-0.774077, -0.594739, -1.539145], [-1.872136, 0.304296, 0.536883], [-0.962496, -0.593406, -0.225249], [2.644461, -0.203685, 0.625151], [-0.151954, -1.868198, 0.698801], [3.097427, 1.228234, 2.025325], [3.910521, 0.342196, -0.845428], [-0.151371, -1.221206, -2.032262], [1.545773, 0.478506, 0.372297], [-1.126886, 0.230060, -2.064387], [-2.908623, 0.527622, 0.382099], [-1.478433, 1.383761, 0.591265], [-1.772201, -0.013435, 1.474648]], "atomic_forces_ev_per_a": [[-0.679, 1.274, 2.466], [1.507, 3.423, -1.505], [-0.612, -0.786, -1.470], [1.794, -1.615, 1.535], [-0.522, 0.331, 0.016], [0.273, 0.174, 0.554], [0.122, 0.324, -0.785], [1.775, -2.041, -1.278], [-1.987, 1.214, -1.305], [-0.973, 1.186, -1.005], [-0.665, -0.966, -1.072], [0.017, -1.444, -0.288], [-0.049, -1.073, 4.138]], "nbo_charge": [-0.401, -0.681, 0.014, 0.661, -0.028, -0.313, -0.280, 0.206, -0.080, 0.203, 0.246, 0.228, 0.227], "spin_multiplicity": 1, "orbital_gap_ev": 10.06, "smiles": "C=C(C)Cl.ClPCl", "relative_energy_ev": 2.0447, "e_lumo_ev": 0.626, "total_charge": 0, "homo_energy_ev": -9.436}


(4)
{"formula": "C5H13N", "method": "ωB97M-V/def2-TZVPD", "symbols": ["C", "C", "C", "N", "C", "C", "H", "H", "H", "H", "H", "H", "H", "H", "H", "H", "H", "H", "H"], "positions_angstrom": [[-1.792684, -0.748255, -0.679447], [-2.189226, -0.201470, 0.716327], [-0.474984, -0.073572, -1.226967], [0.815474, -0.398885, -0.588916], [1.348082, 0.615141, 0.285722], [2.784385, 0.352680, 0.704827], [-2.493786, -0.292080, -1.384123], [-1.910003, -1.801496, -0.904173], [-2.717983, -0.978398, 1.282063], [-1.279385, 0.042340, 1.274086], [-2.841120, 0.667031, 0.634625], [-0.391739, -0.405818, -2.274306], [-0.597855, 1.014733, -1.251694], [0.420954, -1.165742, -0.029238], [0.704322, 0.765099, 1.243687], [1.037219, 1.573841, -0.155217], [3.384683, 0.807873, -0.123564], [3.179262, -0.655490, 0.816554], [3.014377, 0.882470, 1.659757]], "atomic_forces_ev_per_a": [[-0.001, 1.724, -0.261], [0.355, -1.190, -0.201], [0.139, 0.161, -1.590], [-4.440, 0.542, 2.782], [-0.573, 0.232, 0.664], [1.345, 1.888, -0.352], [-0.039, -0.109, -0.139], [0.513, -0.339, 0.519], [0.108, 0.275, -0.056], [-0.323, 0.138, 0.245], [0.237, 0.022, 0.020], [0.013, 0.065, 0.021], [0.154, -0.133, -0.039], [1.962, -1.285, -0.210], [0.360, -1.246, -1.084], [1.277, 0.102, -0.233], [-0.080, -0.292, 0.886], [-0.831, -0.299, -0.091], [-0.176, -0.258, -0.881]], "nbo_charge": [-0.419, -0.622, -0.278, -0.153, -0.284, -0.646, 0.255, 0.246, 0.250, 0.186, 0.242, 0.282, 0.230, 0.415, 0.299, 0.240, 0.247, 0.256, 0.255], "spin_multiplicity": 2, "orbital_gap_ev": [13.01, 7.91], "relative_energy_ev": 1.6695, "e_lumo_ev": [-2.896, -8.388], "s2": 0.755, "total_charge": 1, "homo_energy_ev": [-15.904, -16.300]}